The following is a DFT calculation (ωB97M-V/def2-TZVPD) of 15 unconnected molecules or ions with the total composition C22H55IN14O33.

Last column: Löwdin charge in e.
Positions of all 125 atoms, in Å:
I1 2.5024 0.7469 -0.0773  0.80
O1 -3.8364 -2.8182 -2.6600  0.06
O2 7.3947 -4.7334 1.7747  0.07
O3 4.3825 -1.0257 3.4097  0.07
O4 -6.8928 -0.9275 -1.0343  0.04
O5 -9.3415 2.9775 0.5461  0.08
O6 6.9689 2.4836 0.1967  0.04
O7 5.4972 -8.2546 2.3377  0.09
O8 3.6982 -5.5928 0.0239  0.07
O9 11.3826 -5.9574 -0.3267  0.05
O10 -1.8713 -0.1643 0.7035  0.04
O11 -4.9397 10.1174 -0.9153  0.04
O12 2.6588 -2.1396 2.7366  0.02
O13 5.2151 3.5051 0.9192  0.06
O14 7.9311 -1.7538 -1.0668  0.07
O15 -4.3426 5.0784 0.0971  0.04
O16 3.2146 -3.6614 -0.8152  0.06
O17 -4.1673 5.6835 2.1569  0.08
O18 -4.7732 10.8353 1.1140  0.07
O19 -1.9486 2.3408 -1.3186  0.02
O20 -7.6419 -1.5044 0.9075  0.08
O21 -6.5737 -6.2512 -0.1744  0.06
O22 7.0806 -4.5656 3.9026  0.05
O23 -0.9059 2.7591 -3.2300  0.14
O24 -7.4416 -6.6756 -2.1069  0.07
O25 -7.7059 4.2917 1.0555  0.04
O26 10.2407 -6.3248 -2.1220  0.07
O27 -1.4156 1.2165 2.3743  0.04
O28 6.5344 -7.4445 4.0480  0.04
O29 -8.4746 8.6349 -4.3678  0.06
O30 9.9223 -1.0563 -1.5160  0.05
O31 -8.3564 8.6679 -2.2123  0.05
O32 -3.4836 0.7244 1.9889  0.17
O33 -2.1825 -1.5454 -3.2006  0.07
N1 2.9229 -4.7749 -0.4302  -0.45
N2 -8.2198 9.1727 -3.3095  -0.45
N3 10.9055 -5.6187 -1.3931  -0.45
N4 -6.7502 -1.3404 0.1052  -0.45
N5 5.6334 -8.0815 3.5263  -0.42
N6 7.6595 -5.0055 2.9261  -0.43
N7 3.8626 -1.9478 2.8222  -0.43
N8 -4.3647 4.8537 1.2952  -0.42
N9 -3.1188 -2.2688 -3.4741  -0.42
N10 5.9111 3.0659 0.0318  -0.44
N11 -8.3659 3.6364 0.2668  -0.44
N12 -4.9519 9.9614 0.2914  -0.45
N13 -6.8868 -5.9486 -1.3085  -0.45
N14 8.9003 -1.0570 -0.8529  -0.45
C1 -6.5524 -4.5651 -1.7464  0.04
C2 -1.4934 0.9895 -1.4216  -0.11
C3 -5.2136 8.5798 0.7805  0.04
C4 1.4862 -5.1566 -0.5192  0.05
C5 11.1655 -4.2177 -1.8290  0.04
C6 1.0129 0.8515 2.5930  -0.24
C7 -1.5748 3.1195 -2.3383  -0.57
C8 -7.9400 3.6440 -1.1613  0.05
C9 -2.0641 4.5320 -2.2211  0.04
C10 1.0989 1.6800 1.3025  -0.54
C11 8.8257 -0.1415 0.3178  0.05
C12 -2.3641 0.5945 1.6922  -0.64
C13 4.7679 -2.9199 2.1474  0.05
C14 5.4366 3.2472 -1.3687  0.03
C15 -2.4344 0.1329 -0.5870  -0.11
C16 -3.4253 -2.4999 -4.9127  0.06
C17 -4.6619 3.4587 1.7083  0.06
C18 -5.3691 -1.6754 0.5476  0.05
C19 -0.3957 0.3425 2.8937  -0.13
C20 8.7788 -5.9478 3.1744  0.04
C21 -7.6949 10.5660 -3.3719  0.04
C22 4.6145 -8.6962 4.4218  0.05
H1 -1.1998 5.1588 -2.3851  0.09
H2 -0.4820 -0.6766 2.5380  0.13
H3 6.1882 3.8279 -1.8956  0.10
H4 9.7545 0.4122 0.3861  0.10
H5 8.6729 -0.7567 1.1999  0.10
H6 9.5184 -5.4224 3.7732  0.10
H7 10.7538 -3.5580 -1.0729  0.08
H8 1.3607 1.4421 3.4291  0.11
H9 10.6831 -4.0563 -2.7850  0.10
H10 -6.8849 -4.4339 -2.7689  0.10
H11 -6.7738 10.5409 -3.9455  0.10
H12 -2.6598 -0.7921 -1.0744  0.09
H13 0.9247 -4.4475 0.0823  0.10
H14 -3.8996 2.8220 1.2843  0.07
H15 -4.4349 7.9350 0.3851  0.08
H16 -5.3706 -2.7291 0.8149  0.10
H17 -1.5194 0.6101 -2.4268  0.11
H18 -2.4182 4.7026 -1.2144  0.05
H19 -5.1978 8.5851 1.8633  0.09
H20 -3.3470 -3.5677 -5.0943  0.10
H21 7.9866 0.5275 0.1612  0.07
H22 -0.5306 0.2996 3.9642  0.13
H23 -7.7223 2.6166 -1.4401  0.10
H24 -7.0601 4.2712 -1.2557  0.09
H25 -2.7094 -1.9479 -5.5097  0.10
H26 -4.6925 -1.4818 -0.2752  0.07
H27 1.5386 2.6297 1.5341  0.04
H28 0.1705 1.7675 0.7704  0.01
H29 5.4078 -3.3608 2.9057  0.07
H30 -7.5120 10.9116 -2.3617  0.09
H31 -2.8450 4.7350 -2.9351  0.09
H32 1.3735 -6.1660 -0.1418  0.09
H33 -3.3698 0.6722 -0.4758  0.13
H34 -5.4757 -4.4506 -1.6707  0.08
H35 5.3522 -2.3676 1.4175  0.11
H36 8.3764 -6.8042 3.7062  0.06
H37 -8.7661 4.0382 -1.7451  0.10
H38 -4.4375 -2.1486 -5.0895  0.10
H39 -0.5134 0.8854 -0.9785  0.09
H40 4.6382 -9.7685 4.2529  0.10
H41 1.1971 -5.0945 -1.5639  0.10
H42 -5.1264 -1.0536 1.4044  0.09
H43 9.1967 -6.2475 2.2199  0.10
H44 -6.1894 8.2843 0.4048  0.10
H45 5.3260 2.2603 -1.8077  0.09
H46 12.2415 -4.0953 -1.9079  0.10
H47 4.8665 -8.4559 5.4478  0.09
H48 -5.6417 3.2141 1.3145  0.08
H49 4.4871 3.7673 -1.3378  0.09
H50 1.6456 -0.0099 2.4948  0.03
H51 3.6495 -8.2810 4.1482  0.10
H52 4.1666 -3.6774 1.6641  0.06
H53 -7.0674 -3.8791 -1.0803  0.09
H54 -8.4450 11.1768 -3.8651  0.10
H55 -4.6541 3.4050 2.7897  0.11

Atoms 1-6, force components in eV/Å:
-0.3 0.2 0.0
0.1 0.1 0.0
-0.1 0.1 0.0
-0.2 0.1 0.0
0.0 0.0 0.1
0.1 0.1 0.0

molecular weight = 1170.7 g mol⁻¹
E_LUMO = -0.0307 Eh
total energy = -120196.1501 eV

***

The following is a DFT calculation (ωB97M-V/def2-TZVPD) of 5 unconnected molecules or ions with the total composition C22H56ClN9O5P.

Last column: Löwdin charge in e.
Positions of all 94 atoms, in Å:
Cl1 -2.4948 2.6505 -2.9617  0.19
P1 -0.9698 1.2074 -3.3251  0.67
O1 4.4048 4.0625 -1.3115  -0.08
O2 -2.7043 -2.0024 3.6805  -0.08
O3 0.2050 2.0308 -4.3702  -0.37
O4 -7.1504 -1.8335 4.7096  -0.08
O5 4.5280 -3.3156 -4.3116  -0.07
N1 -0.0103 -0.6059 -1.2666  -0.03
N2 -0.6457 5.5840 -0.5085  0.05
N3 -0.1582 0.6934 -1.8030  -0.25
N4 -1.5536 3.3035 0.1414  0.02
N5 1.2027 -1.3787 0.8379  -0.09
N6 0.9896 -1.7627 -4.1213  0.05
N7 1.0665 1.0806 0.1562  0.14
N8 0.4770 4.2200 1.2585  0.05
N9 -1.2105 -4.3571 0.8700  -0.03
C1 0.4353 -2.4927 -3.0620  -0.14
C2 -7.7299 -0.5711 5.0291  -0.50
C3 4.6687 6.1821 -2.4143  -0.06
C4 -0.4361 -3.2094 1.4785  -0.25
C5 6.2121 -3.1766 -6.0214  -0.06
C6 4.8404 -2.7083 -5.5626  -0.51
C7 0.7874 -0.4000 -0.0147  -0.14
C8 -4.7102 -2.8100 2.6304  -0.06
C9 0.4767 1.8231 -1.0225  -0.09
C10 4.7172 4.6699 -2.5625  -0.51
C11 4.7919 -1.1960 -5.4144  -0.07
C12 0.5709 3.4392 -1.2829  -0.06
C13 3.5123 -0.3881 1.7158  -0.10
C14 1.9915 -0.8946 2.0747  -0.18
C15 -4.0470 -3.5506 4.9369  -0.05
C16 -0.6143 -1.7874 -1.9689  -0.13
C17 -6.7803 0.2063 5.9265  -0.06
C18 -9.0748 -0.7903 5.7031  -0.06
C19 -0.3044 4.1567 -0.0516  -0.58
C20 0.9900 -2.8647 0.7455  -0.13
C21 6.0889 4.2015 -3.0212  -0.06
C22 -3.5527 -3.1412 3.5588  -0.50
H1 1.8381 -3.3990 1.3935  0.15
H2 -7.0191 -2.3219 5.5392  0.09
H3 -6.5851 -0.3393 6.8566  0.08
H4 -9.5540 0.1628 5.9475  0.08
H5 -0.9075 -4.5878 -0.1016  0.06
H6 5.1971 -3.0338 -3.6660  0.09
H7 5.3897 6.5258 -1.6640  0.09
H8 0.2099 3.7830 -2.3500  0.10
H9 1.0905 -3.3047 -0.3444  0.12
H10 3.8025 -0.8745 -5.0719  0.06
H11 -1.1327 5.4334 -1.4308  0.07
H12 -5.3733 -3.6714 2.5034  0.09
H13 0.7415 -3.6443 -2.9927  0.13
H14 6.8604 4.4749 -2.2925  0.08
H15 -0.9504 -2.6755 -1.2502  0.11
H16 6.9836 -2.9033 -5.2926  0.08
H17 -1.4830 2.6936 0.9864  0.08
H18 1.4849 4.4574 1.0856  0.08
H19 -3.2028 -3.7742 5.5979  0.08
H20 5.5129 -0.8524 -4.6642  0.08
H21 -4.6901 -4.4344 4.8791  0.09
H22 3.6794 6.5037 -2.0718  0.08
H23 1.3111 -0.0809 2.5755  0.13
H24 -1.0881 -2.2158 1.4477  0.12
H25 -5.8123 0.3459 5.4334  0.07
H26 1.1368 1.8572 -4.0235  0.07
H27 -0.1919 -3.3864 2.6290  0.13
H28 -4.6109 -2.7379 5.4085  0.07
H29 3.9578 4.3460 -3.2827  0.13
H30 6.4753 -2.7390 -6.9894  0.08
H31 6.2359 -4.2679 -6.1118  0.08
H32 -2.9543 -3.9508 3.1267  0.12
H33 -9.7437 -1.3617 5.0506  0.08
H34 5.0739 4.3444 -0.6658  0.09
H35 3.5815 0.7640 2.0196  0.09
H36 -3.2271 -1.2784 4.0633  0.09
H37 -8.9611 -1.3713 6.6253  0.08
H38 -1.3262 5.9435 0.2192  0.10
H39 1.6173 -2.4111 -4.6809  0.05
H40 4.0810 -3.0322 -6.2828  0.14
H41 3.6372 -0.4446 0.5413  0.09
H42 4.8892 6.6792 -3.3642  0.09
H43 -5.2976 -1.9710 3.0202  0.07
H44 5.0124 -0.6990 -6.3643  0.08
H45 -2.2272 -4.0425 0.8481  0.08
H46 -2.3895 3.9281 0.1913  0.08
H47 -7.1905 1.1894 6.1777  0.08
H48 2.0899 -1.7816 2.8504  0.13
H49 -7.8737 -0.0290 4.0880  0.14
H50 6.1127 3.1103 -3.1117  0.08
H51 -4.3391 -2.5051 1.6461  0.07
H52 -1.5924 -1.5277 -2.6009  0.13
H53 1.6699 3.8854 -1.1612  0.13
H54 4.3684 -0.9551 2.2782  0.09
H55 0.5210 3.2637 1.7171  0.07
H56 6.3521 4.6391 -3.9893  0.09

Atoms 1-6, force components in eV/Å:
1.5 -0.3 0.2
0.0 -1.2 -2.9
-0.3 -0.2 0.3
0.4 0.3 -0.1
-0.2 -1.2 3.5
0.2 -0.2 -0.1

molecular weight = 593.2 g mol⁻¹
net charge = +1
E_LUMO = -0.1204 Eh
total energy = -69168.5737 eV

***

The following is a DFT calculation (ωB97M-V/def2-TZVPD) of 4 unconnected molecules or ions with the total composition C22H56N4O7.

Last column: Löwdin charge in e.
Positions of all 89 atoms, in Å:
O1 -3.3948 -1.6440 -0.4180  -0.19
O2 -0.0218 -0.9627 3.6835  -0.18
O3 -2.4257 3.0622 1.9245  -0.21
O4 2.4880 2.2723 0.4691  -0.21
O5 -7.2533 0.1952 -3.4087  -0.18
O6 6.8675 -2.1512 -2.8782  -0.19
O7 3.8490 -1.9835 2.1122  -0.18
N1 5.8220 -1.4778 -0.3055  -0.06
N2 -0.3283 2.4325 -1.9016  0.05
N3 -6.2267 -2.3616 -1.9272  -0.07
N4 -0.4373 1.9852 4.1325  -0.05
C1 -5.8621 -1.9254 -0.5863  -0.22
C2 2.9363 3.3975 1.1725  -0.11
C3 0.5089 1.8668 -0.8070  -0.44
C4 -0.1657 1.3461 2.8516  -0.22
C5 -5.8558 0.3426 -3.3778  -0.12
C6 -1.1289 -1.4689 2.9718  -0.11
C7 7.7064 -1.9486 -1.7637  -0.25
C8 5.1545 -0.5331 0.5731  -0.21
C9 -1.2410 3.2056 4.0720  -0.20
C10 -7.7204 -1.1289 -3.5486  -0.24
C11 -4.5153 -2.4568 -0.1486  -0.22
C12 -3.0887 -1.4531 -1.7870  -0.11
C13 1.8580 2.5330 -0.7696  -0.20
C14 0.5588 0.3687 -0.8914  -0.05
C15 -2.5661 3.1196 3.3284  -0.23
C16 3.8157 -0.9919 1.1014  -0.23
C17 7.5029 -2.8370 -3.9236  -0.12
C18 4.4256 -3.2103 1.7352  -0.13
C19 -7.5870 -2.0316 -2.3450  -0.20
C20 -2.2147 4.3159 1.3087  -0.11
C21 7.0662 -0.9522 -0.8461  -0.22
C22 0.6642 0.1097 3.0500  -0.20
H1 -7.3225 -1.5876 -4.4660  0.12
H2 5.2253 -1.7413 -1.0808  0.11
H3 2.1449 3.8776 1.7653  0.08
H4 -1.9913 -1.4556 -1.8508  0.07
H5 8.2031 -2.1838 -4.4644  0.09
H6 -1.5387 -2.2897 3.5566  0.09
H7 7.7565 -0.7689 -0.0155  0.12
H8 7.9318 -2.8780 -1.2193  0.13
H9 0.9258 0.0754 -1.8797  0.09
H10 8.0759 -3.7004 -3.5661  0.09
H11 4.9721 0.4184 0.0327  0.12
H12 -8.1019 -1.5365 -1.5127  0.12
H13 0.3449 2.1025 2.2503  0.10
H14 -0.4112 -0.0997 -0.7218  0.07
H15 5.5111 -3.1794 1.6352  0.07
H16 -1.9179 -0.7237 2.8282  0.08
H17 1.7949 3.6025 -0.9920  0.12
H18 -1.4005 3.5411 5.0990  0.12
H19 -5.4346 0.0331 -2.4240  0.04
H20 1.5036 0.2938 3.7222  0.13
H21 -1.0797 1.0904 2.3022  0.10
H22 -2.7116 5.1171 1.8659  0.09
H23 3.9938 -3.5782 0.7936  0.09
H24 -2.6527 4.2607 0.3133  0.08
H25 -3.1465 2.2558 3.6665  0.13
H26 5.8117 -0.2434 1.3973  0.13
H27 2.4933 2.1108 -1.5674  0.13
H28 -3.2018 3.9817 3.5921  0.11
H29 -4.5026 -2.5817 0.9354  0.12
H30 -5.6386 1.3919 -3.5865  0.09
H31 1.0831 -0.2043 2.0838  0.10
H32 -8.7950 -1.0165 -3.7401  0.12
H33 4.1771 -3.9410 2.5080  0.08
H34 6.7376 -3.1705 -4.6222  0.09
H35 -5.8875 -0.8333 -0.5285  0.12
H36 8.6954 -1.5927 -2.0993  0.12
H37 3.3312 4.1670 0.4940  0.09
H38 -5.3613 -0.2256 -4.1794  0.09
H39 -6.6163 -2.2568 0.1511  0.12
H40 -0.7528 3.2923 -1.5711  0.06
H41 -0.8273 1.3402 4.8084  0.11
H42 -4.3346 -3.4564 -0.5738  0.12
H43 -6.0396 -3.3472 -2.0353  0.11
H44 1.2295 0.0130 -0.1090  0.05
H45 -3.4514 -2.2498 -2.4338  0.09
H46 -8.1493 -2.9385 -2.5888  0.12
H47 6.9380 0.0047 -1.3795  0.12
H48 3.3996 -0.1195 1.6126  0.10
H49 -0.0021 2.1101 0.1373  0.12
H50 -3.3740 -0.4563 -2.1289  0.07
H51 3.7378 3.0842 1.8395  0.09
H52 3.1204 -1.2972 0.3077  0.12
H53 -0.6038 3.9633 3.5972  0.11
H54 -1.1435 4.5357 1.2466  0.08
H55 -0.8338 -1.8369 1.9802  0.09
H56 -1.1041 1.7926 -2.0381  0.06

Atoms 1-6, force components in eV/Å:
-0.2 0.1 -0.2
-0.3 0.2 0.1
-0.3 -0.1 -0.1
0.0 -0.2 0.1
-0.1 -0.1 0.1
-0.2 -0.1 0.2

molecular weight = 488.7 g mol⁻¹
relative energy (zero: lowest compared OMol25 entry of this formula, charge and spin) = 0.0 kcal per mole
E_LUMO = 0.0256 Eh
total energy = -44010.0199 eV
SMILES string = COC[C@H](C)N.COCCNCCOC.COCCNCCOC.COCCNCCOC